108
Properties=species:S:1:pos:R:3:forces:R:3 method="wB97M-V/def2-TZVPD" multiplicity=5 total_energy_ha=-3531.09565 orbital_gap_ev="8.1 / 5.4" s_squared=6.028 total_charge=+1 e_above_lowest_ev=1.020 homo_ev="-10.28 / -10.65"
H -4.269 2.562 -1.717 0.1707 0.0938 -0.0196
H -6.490 -3.771 -2.852 0.3753 0.0924 -0.2376
C -1.652 -2.920 0.486 -1.7894 1.4088 -1.2909
C 1.327 3.649 3.415 0.4405 0.9677 -0.1421
C -2.290 0.256 7.466 0.1203 1.2656 0.1373
H -6.859 -1.563 -4.662 0.5910 1.1080 0.2448
H -8.008 -2.919 -2.704 -1.0378 0.3134 -0.6717
H -5.327 -0.601 -4.738 -0.5251 0.1984 -0.0676
H 6.474 -4.483 -0.898 -0.3028 0.3146 0.3595
C -4.131 2.174 -0.719 1.1693 0.0795 0.7132
C -4.981 0.938 1.143 -1.6854 -0.2580 0.7307
H 1.680 1.897 2.229 -0.1829 0.5142 -0.1083
C -1.129 -0.133 3.874 -1.1328 0.0182 0.5127
H 8.028 -2.238 -0.940 0.0122 -0.2270 0.0880
C -2.701 -1.107 -0.457 0.4817 0.1051 0.8205
C -3.757 1.084 1.747 -1.3357 -0.0851 -1.2679
C 1.821 3.508 -1.207 0.2742 -0.0602 -0.9006
C -1.874 0.106 5.037 -1.0448 0.4583 -0.7319
H 3.448 4.556 -2.209 0.5518 1.1376 0.4514
F 6.324 3.352 -0.712 -0.7222 0.2119 0.6183
H 2.239 3.485 4.037 -1.1308 0.1197 -0.3478
C 0.728 -0.787 5.360 -1.4575 0.6324 0.2824
C -5.175 1.530 -0.075 0.4190 0.4441 -1.8669
H -6.974 0.179 -5.087 0.7983 -0.4980 0.8540
C -0.002 -0.516 6.494 -1.4879 0.3520 0.5525
C 1.072 2.810 2.344 1.1616 -1.0110 0.3699
H 7.880 1.917 -1.975 -1.3810 -0.7451 0.6292
C -6.536 -2.223 -1.276 0.6298 -1.0637 -0.1936
H 7.206 -4.837 -2.412 -0.2846 0.1832 -0.2288
C 6.777 0.045 -1.914 0.4273 -0.6466 0.3796
C 3.103 -1.739 -0.864 0.3293 -0.2758 -0.2567
H -2.353 -4.781 -0.034 0.1641 -1.9742 -0.1128
C 2.952 2.774 -3.220 -1.0915 1.0194 1.2443
H -2.625 -0.062 -0.662 -0.3010 0.4026 -0.0353
C 4.167 -2.399 -1.464 -1.7022 -1.4673 0.6604
Rh 0.234 -0.392 0.617 -0.3379 -0.8386 -0.3731
H 6.384 -2.735 -3.488 -0.2993 0.1809 0.8412
C 6.944 1.377 -1.615 1.7854 -0.2108 -1.1861
O -3.381 0.705 7.238 0.3765 -0.5464 0.3472
C 7.860 -2.189 -2.014 -1.0147 -1.3274 -0.8592
N -1.676 2.491 -0.670 1.6677 0.5527 -1.4456
H -7.520 -4.129 -1.481 -0.1717 0.4869 -0.5930
C 2.066 1.715 -3.342 0.1710 0.5871 1.7767
H 0.326 -0.755 7.542 0.1104 0.3385 -1.4098
C -2.503 -3.773 -0.214 0.0505 1.3028 0.5306
C 0.528 4.799 3.544 0.1832 -0.6067 0.9522
H 8.545 -2.903 -2.545 -0.1627 1.0066 0.5999
C -2.858 2.165 -0.070 -1.9334 -1.2222 -0.0430
H -2.959 0.368 4.990 1.1157 -0.0964 -0.0242
N -1.797 -1.576 0.397 1.1112 -0.9901 -0.0018
C 0.996 2.376 -1.243 0.2839 -0.0295 -0.5208
C 4.916 1.449 -0.409 -2.5978 0.3685 0.8697
H -1.628 -0.055 2.882 0.8064 -0.0324 0.7448
H 8.873 -0.375 -2.008 -0.1757 0.3425 -0.3219
H -5.860 -2.718 -0.522 -0.6246 0.7092 -0.8788
C -6.390 -0.550 -4.455 -0.8602 -0.7818 0.4005
O 2.473 0.242 0.297 1.5305 -0.8211 -0.7671
H 5.398 -4.703 -2.359 1.2133 0.1189 0.5942
N -5.782 -1.298 -2.116 -0.5157 0.7813 0.1145
N 5.370 -1.954 -1.721 1.5627 0.6319 -0.8580
O -1.855 0.164 8.767 -0.6813 -0.1121 -1.2780
C -1.324 0.004 6.301 0.6589 -1.3522 1.2561
H -1.596 2.832 -1.672 -0.4819 -0.7006 1.9630
H -1.257 5.834 2.800 0.3011 -0.0118 0.4124
H -5.844 0.444 1.617 0.7610 0.1728 -0.0033
C 7.950 -0.751 -2.465 0.4328 0.0259 0.2924
H -1.023 -0.301 8.829 0.4096 -0.1588 0.0230
H 8.065 -0.681 -3.546 -0.1739 0.0860 -0.0891
O -3.847 -0.290 -2.744 -0.5088 0.3740 0.0331
O 1.852 -3.734 -0.594 -0.0293 -0.0769 -0.0804
C 4.613 0.140 -0.750 1.8779 -1.1051 -0.7106
C 1.785 -2.529 -0.735 0.5330 0.3223 -0.1388
H 3.692 2.913 -3.975 0.4949 0.1657 -0.3420
C 6.371 -4.291 -1.957 -0.8645 0.5844 -1.2600
C 6.470 -2.780 -2.373 0.1430 -0.8586 0.4940
C -3.532 -3.284 -0.992 -0.5526 1.8898 0.0933
H -5.968 0.682 -2.643 -0.4170 -0.5700 -0.5449
P -0.197 1.946 0.078 0.0106 0.2801 -0.8935
H -6.062 1.430 -0.699 -0.2096 -0.0067 0.7212
H 1.693 -1.177 5.416 1.4747 -0.5571 0.0994
C 1.130 1.479 -2.316 1.3506 2.1325 -0.0596
C 6.011 2.053 -0.874 1.4386 1.0670 -0.7279
H -3.634 0.698 2.693 0.4913 -0.7914 2.0945
C -0.804 4.161 1.616 1.3186 -0.6156 0.7116
H 0.524 0.648 -2.334 -1.2542 -1.9514 -0.2053
C -4.469 -1.081 -2.041 0.9776 -0.7001 -0.3504
H -1.651 4.299 0.962 0.0530 0.1606 -0.0385
C 5.601 -0.612 -1.479 -0.4344 1.2008 0.5875
H -7.263 -1.658 -0.690 -0.2197 -0.0788 -0.1439
C -6.475 -0.276 -2.902 0.3339 0.5969 -1.3205
C -3.649 -1.865 -1.086 0.5876 -1.9354 -0.2431
H -0.833 -3.298 1.024 0.8197 -0.3841 0.8265
H -7.504 -0.183 -2.586 -0.3181 -0.2703 0.1795
C 0.087 3.078 1.431 -1.6211 0.8205 -0.2999
N -2.726 1.610 1.153 1.5234 1.3211 -1.0028
C -7.192 -3.318 -2.170 0.6928 -0.4100 2.3891
C 3.350 -0.446 -0.371 -2.3530 1.0334 0.5441
C 2.798 3.733 -2.169 -0.6441 -2.7465 -1.4678
H 4.092 1.921 0.131 0.5332 0.3804 -0.0136
H 0.725 5.443 4.412 -0.2248 -0.0363 -0.6092
C -0.568 4.998 2.704 -0.1886 0.2395 -0.5983
H 1.693 4.277 -0.499 -0.2578 0.5635 1.1414
S 1.345 -0.858 2.742 -1.5508 0.3375 0.7475
O 0.665 -1.864 -0.841 0.7114 0.3858 0.5363
H 3.979 -3.438 -1.666 0.0105 -0.2638 -0.2316
H -4.269 -3.893 -1.514 0.4405 -0.1623 0.1483
C 0.167 -0.562 4.086 2.0851 -0.4291 -1.5370
H 2.228 1.060 -4.151 -0.2757 -0.8888 -0.7620

7
Properties=species:S:1:pos:R:3:forces:R:3 method="wB97M-V/def2-TZVPD" total_energy_ha=-374.14796 orbital_gap_ev=7.3 e_above_lowest_ev=4.293 homo_ev=-10.26
C -1.156 -0.126 -0.018 -0.5328 -3.7386 -0.3983
N 0.819 -1.919 0.064 -0.1690 1.0963 -0.3313
O -0.335 1.293 0.064 3.2846 0.0649 0.0317
O 1.985 1.178 -0.035 -0.4816 -1.3424 0.0391
N -2.316 -0.348 -0.007 1.1457 0.7181 0.0212
C 0.870 0.908 0.011 -1.2851 4.2670 0.0943
C 0.133 -0.986 -0.080 -1.9618 -1.0652 0.5433

46
Properties=species:S:1:pos:R:3:forces:R:3 method="wB97M-V/def2-TZVPD" total_energy_ha=-972.56723 orbital_gap_ev=5.2 homo_ev=-6.16
H -2.439 -2.203 4.013 0.1365 0.0451 0.0954
H -1.577 2.544 -1.169 0.0578 -0.1850 -0.2308
H -5.006 -1.910 3.827 -0.0338 -0.0597 -0.0918
H -1.293 0.146 4.221 0.0981 0.1155 -0.1377
N 3.354 -3.587 -1.850 0.3922 0.2682 -0.1094
C -1.031 1.225 0.788 0.6948 -0.2123 -0.0046
C 0.502 -0.783 -0.243 -0.2294 0.8428 0.2935
H -1.949 -0.939 1.581 -0.0541 -0.2845 0.1374
H 4.500 -1.901 -2.319 0.0945 -0.2523 -0.0902
C 0.474 0.512 -1.056 0.6192 -0.3448 -0.4371
O 2.500 3.620 -5.821 -0.0145 -0.0070 0.0483
H -4.077 -1.707 2.321 -0.2328 -0.0955 -0.0043
H -0.089 0.406 -1.982 -0.3486 0.2171 0.1694
C -4.266 -1.298 3.317 0.5346 0.1238 0.0894
C 3.589 -2.280 -1.875 0.0793 -0.3631 -0.0525
H 0.774 2.068 0.203 -0.0713 -0.0611 0.1496
H 0.977 2.078 -4.256 -0.0635 0.0688 -0.0732
C 1.475 2.944 -3.809 -0.1912 -0.1276 0.3173
H -2.601 0.691 3.122 -0.1148 0.1287 0.5034
H 2.955 -0.331 -1.396 0.1746 -0.0454 -0.1095
C 2.727 3.323 -4.634 0.2361 -0.0130 -0.0241
H 1.463 0.830 -1.370 0.0177 0.0134 0.0123
H 1.749 2.698 -2.776 0.0643 0.0492 -0.0171
C 1.507 -1.755 -0.786 -0.3936 -0.4138 -0.0045
O 3.811 3.283 -4.008 -0.0359 -0.0410 0.0298
C -2.933 -1.233 4.084 -0.4879 0.0427 -0.4163
H -0.509 -1.213 -0.307 0.1573 -0.3387 -0.0386
H -3.099 -1.041 5.143 -0.0543 0.1697 -0.0089
N -0.048 1.660 -0.244 -0.3916 0.1391 -0.4247
H 0.378 -3.507 -0.279 -0.0612 -0.1551 -0.0544
N -1.279 -0.726 2.314 0.1765 0.9068 0.2204
H -1.847 0.731 0.256 0.0586 0.0215 -0.0727
H -0.445 3.564 -0.639 0.1362 0.0763 -0.2439
C -0.333 0.267 1.773 -0.3172 -0.8197 0.4424
H 0.773 3.781 -3.793 -0.0577 -0.0581 -0.0712
H 0.910 -1.293 1.660 0.2283 0.1694 0.2419
N 0.813 -0.416 1.157 -0.4303 0.2736 -0.7096
C 1.276 -3.114 -0.735 -0.5583 0.5497 0.3582
C 2.223 -3.943 -1.269 -0.1408 -1.7539 -0.0047
C 2.696 -1.382 -1.353 0.3095 1.8796 0.0352
H 0.032 0.857 2.615 0.0820 -0.0952 0.0288
N -0.568 2.679 -1.130 -0.1327 0.2955 0.4382
C -2.021 -0.172 3.475 0.1142 -0.5646 -0.2956
H -4.660 -0.289 3.186 -0.1775 -0.0570 0.0806
H -1.411 2.127 1.261 -0.0313 -0.0705 0.1501
H 2.023 -5.012 -1.217 0.1623 0.0223 -0.1142

120
Properties=species:S:1:pos:R:3:forces:R:3 method="wB97M-V/def2-TZVPD" total_energy_ha=-2959.07867 orbital_gap_ev=8.5 total_charge=+4 homo_ev=-16.70
N -2.387 5.101 -0.473 -3.2273 -0.2621 1.9205
C -2.105 2.527 2.410 1.1174 -0.8128 -0.2712
C 2.702 1.788 2.354 0.9497 -0.2948 0.3806
N 5.580 -1.517 1.766 0.6331 1.3090 0.6915
O 2.296 -3.117 1.447 0.0080 -1.0937 2.1015
C -1.178 5.208 -1.228 0.6997 -0.8127 -0.3260
H 7.553 0.319 -0.567 -0.5695 0.7087 0.3448
H 3.147 -5.641 2.486 -0.2196 -0.1823 -0.0963
C 5.072 0.339 -1.326 -1.0792 -0.3899 0.3766
C -0.856 2.286 4.531 0.7718 0.7737 0.4764
F -0.826 -0.085 -0.249 0.2169 -0.0942 -0.3136
F -1.884 1.299 -1.819 -0.1274 -0.4516 -0.4056
C -5.649 3.674 -0.220 -1.9405 -0.3713 0.0100
C -2.882 0.233 -8.994 -1.4464 1.1105 1.9250
H 2.644 2.185 6.197 -0.1360 -0.1397 0.0477
C -3.754 -0.365 -5.909 1.3456 -0.1201 -0.4485
H 5.062 -1.670 0.912 -1.3812 0.5997 -0.4059
H 5.535 0.874 -2.155 -0.0387 0.0825 0.1731
H -1.584 5.349 -2.230 1.1746 0.0176 -0.2592
H -6.507 4.272 0.086 0.0005 -0.0983 0.5439
C -3.700 1.498 -9.329 0.3696 -0.2524 -0.4617
O 1.468 -7.922 3.953 0.8416 0.6410 0.8549
C -4.540 3.548 -8.500 0.8072 0.9038 -0.4485
C -5.568 2.306 0.452 0.2431 0.2984 -0.0938
H 4.057 -2.056 3.209 0.0230 0.0673 -0.3378
H -4.570 1.236 -9.931 -0.7860 -0.2494 0.4556
H 1.151 -1.947 0.041 -0.5117 -1.1515 -0.1906
H -2.250 0.520 -8.153 0.1116 -0.2175 0.0333
H -0.002 -6.789 4.750 -0.5419 -0.0363 0.4400
H 6.145 0.537 1.408 0.1379 -0.0904 1.0792
C 6.955 -0.510 -0.189 0.9507 -2.0519 -0.0043
H -1.177 3.214 4.982 -0.3031 -0.0650 -0.2496
H -3.773 4.044 -9.095 -0.3859 0.0040 -0.9185
H -3.517 3.829 -1.811 0.1098 0.2964 -0.1771
H 1.407 -6.253 2.252 0.9689 -0.5820 -0.8523
C -4.687 -0.480 -7.134 0.2352 2.1752 0.7428
C -0.518 0.627 3.216 1.9802 -1.2892 -1.5692
H 4.898 0.933 -0.429 0.2255 0.6099 -0.1305
O 3.257 0.495 2.295 -0.5832 -2.0585 -0.9185
H 1.431 -9.909 3.450 0.4918 0.1631 0.1164
H -1.542 2.950 1.578 -0.3810 -0.3928 -0.2342
H -5.524 3.479 -8.964 0.1289 0.0428 -0.2342
C 0.464 1.597 6.602 1.0343 2.3275 -0.2218
H -0.593 0.008 2.334 -0.0233 0.1458 -0.1385
C 4.112 0.183 3.319 1.6876 -1.2767 -0.1751
H -0.685 4.254 -1.042 0.1905 -0.0959 -0.8622
H 2.871 -5.931 4.914 0.0718 0.0356 0.6272
H -0.449 5.946 -0.893 -0.7385 0.4929 -0.0388
F -0.206 -0.234 -2.481 -0.2584 1.0152 1.2887
C 6.662 -0.422 1.357 -1.5747 -0.7284 -0.9190
F -0.611 2.095 -0.265 0.7073 2.3690 1.2007
F 0.175 2.020 -2.586 -0.8017 0.2327 1.2588
F 1.170 0.872 -0.958 0.7462 -0.3511 0.7966
H -2.796 1.730 2.136 -0.0343 0.3809 -0.3702
H 1.755 1.739 1.816 0.2098 0.4424 0.0069
H 2.839 -2.399 -0.427 -0.0621 -0.1096 -0.0803
C 1.752 2.581 6.682 -1.7628 -0.6892 -0.5468
N -3.886 -0.789 -8.412 -0.3656 0.1538 0.7773
O -4.011 2.282 -8.149 0.4709 -1.2999 -1.0036
H -4.280 -0.450 -4.958 -0.3176 0.2797 -0.1493
C 2.143 -2.228 0.395 0.0980 2.4209 0.1062
H 1.424 3.481 6.162 0.2941 0.1042 -0.1174
H 2.339 -1.305 0.940 0.7868 0.5007 -0.6730
N -0.023 1.472 5.162 1.2597 -0.8738 1.0064
C -2.707 5.517 0.798 -1.6307 -0.3125 1.1509
N 1.525 -4.949 3.730 0.8055 0.3601 0.2344
H -5.541 -1.154 -7.059 0.7620 -0.9605 0.2436
H 1.907 -4.038 3.942 -0.3692 0.6760 -0.3529
C 1.802 -5.735 4.998 0.4057 -1.3385 -1.2734
H 1.107 -7.467 5.976 -0.0817 -0.2069 0.0106
H -3.145 -1.266 -5.975 0.3326 -0.2189 0.3075
H -1.890 0.326 -3.986 -0.5421 -0.6998 -0.1917
H -5.825 3.650 -1.295 0.3056 -0.5441 -0.0750
N -4.476 4.428 -0.007 3.6780 1.4665 0.5115
H -4.642 1.823 0.138 -0.2632 -0.4234 -0.5944
H 4.836 0.990 3.428 0.6668 -0.1413 -0.0188
C 1.744 -4.379 1.299 0.4698 -1.1841 -0.6481
C -3.463 4.433 -0.917 -0.7209 -0.1270 0.7958
C -4.015 5.082 1.161 2.7234 0.4996 -2.6293
H 0.048 -9.328 4.226 -0.1672 -0.3028 0.8186
C 1.034 -7.039 4.976 -0.0418 -0.1446 -0.6084
H -3.416 -1.658 -8.202 0.3971 -0.4183 -0.0282
N -1.072 1.850 3.279 -2.1589 1.5739 2.1514
H 5.532 -1.409 3.935 0.1628 0.0604 -0.2403
O -2.785 0.784 -5.861 -1.6196 -2.3898 -0.4124
H 1.503 -5.183 5.889 0.1841 0.3395 -0.2987
H 4.077 -0.034 -1.569 0.0446 0.2197 -0.5291
H 0.658 -4.353 1.210 -0.1833 0.1574 -0.3497
H -0.948 1.170 -5.063 -0.1736 0.4300 -0.3296
H -4.575 4.280 -7.693 -0.2979 -0.8478 0.7926
H 1.024 -0.332 4.505 -0.3011 0.1047 0.1749
H 3.633 0.147 4.297 -0.3575 -0.3092 0.2783
C 0.307 0.448 4.296 -1.4597 0.0137 -0.1132
C 2.090 -5.410 2.358 -1.0728 0.5496 1.6507
H -2.262 -0.223 -9.765 -0.6036 0.0235 -0.2147
H -2.001 6.100 1.370 -0.1556 0.0190 -0.0030
H 0.530 -4.918 3.558 -0.4973 0.5103 0.2970
P -0.346 1.027 -1.381 -0.3943 -2.6342 -3.2011
H -2.620 3.364 2.884 0.2496 -0.4480 0.6047
H -0.357 2.115 7.097 0.0805 -0.1020 0.1387
H 2.216 -4.832 0.427 -0.5656 -0.2184 -0.6048
H -4.547 5.265 2.083 -0.2671 -0.1013 -0.3383
C -1.684 0.366 -5.055 1.0780 1.5726 0.4990
H 1.593 -9.631 5.209 -0.1936 0.2014 0.0475
H 0.616 0.660 7.136 -0.1127 -0.2462 -0.7851
H 7.652 -1.320 -0.406 -0.0979 -0.4229 0.3019
H -6.479 1.753 0.224 0.3287 -0.2728 0.0507
H -1.070 -0.459 -5.415 -0.6890 -0.6127 -0.1510
H 6.017 -2.425 1.830 0.7139 -0.2678 0.4619
H -3.143 1.965 -10.141 0.5431 1.0560 0.5472
H -5.421 2.352 1.531 -0.5260 0.4238 0.1521
H -4.590 -1.025 -9.097 -0.1123 0.0274 -0.6597
H 1.992 2.904 7.695 -0.1685 -0.4511 0.0701
H 2.614 2.004 3.419 -0.5926 0.6237 0.0309
H -5.269 0.441 -7.181 0.6551 0.4891 -0.9077
H 7.460 -0.641 2.067 0.2708 0.7812 -0.4422
C 4.813 -1.276 3.126 -0.5399 1.7683 -1.0289
O 5.802 -0.820 -0.963 0.8248 0.1824 1.0389
C 1.135 -9.275 4.286 -0.6722 -0.2163 -1.2947
H 3.477 2.422 1.925 -0.5549 0.7130 -0.1763